Record 1
C32H25BrN4O3SSr as an isolated structure in a non-equilibrium geometry, computed with wB97M-V/def2-TZVPD.

Calculated values
ΔE to the lowest compared entry with this formula, charge and spin	0.0	kcal per mole
total charge	-2

XYZ file:
```
67
C32H25BrN4O3SSr | the OMol25 dataset | wB97M-V/def2-TZVPD
Sr 0.31 0.93 1.11
C 1.68 3.70 -4.41
C 0.45 4.04 -3.86
C -0.25 3.14 -3.08
C 0.25 1.86 -2.83
C 1.50 1.53 -3.37
C 2.20 2.44 -4.15
N -0.36 0.93 -1.99
C -1.62 0.58 -2.13
C -2.49 0.93 -3.23
C -3.74 0.40 -3.34
C -4.27 -0.52 -2.40
C -3.49 -0.88 -1.34
C -2.20 -0.34 -1.17
N -1.36 -0.68 -0.15
N -1.62 -1.66 0.61
C -0.55 -1.93 1.49
C -0.82 -2.64 2.65
C 0.23 -2.96 3.49
C 1.52 -2.60 3.13
C 1.70 -1.90 1.95
N 0.70 -1.56 1.14
H 2.24 4.41 -5.01
H 0.05 5.03 -4.01
H -1.17 3.44 -2.59
H 1.90 0.55 -3.15
H 3.17 2.15 -4.55
H -2.12 1.61 -3.98
H -4.35 0.69 -4.20
H -5.28 -0.90 -2.51
H -3.84 -1.57 -0.58
H -1.85 -2.86 2.90
H 0.04 -3.45 4.43
H 2.37 -2.81 3.77
H 2.69 -1.57 1.65
O -1.33 -0.31 4.73
C -0.59 0.58 4.28
O -0.69 1.11 3.13
C 0.49 1.14 5.19
C 0.10 1.38 6.51
C 0.95 1.93 7.45
C 2.25 2.23 7.06
C 2.67 1.98 5.77
C 1.82 1.43 4.79
S 2.53 1.10 3.22
H -0.91 1.11 6.77
H 0.61 2.12 8.46
H 2.95 2.67 7.77
H 3.69 2.20 5.48
C 3.62 2.92 0.25
C 3.66 1.58 -0.40
O 2.79 0.75 -0.22
C 4.80 1.20 -1.33
C 5.98 1.93 -1.41
C 6.99 1.53 -2.28
C 6.81 0.41 -3.08
C 5.63 -0.32 -3.00
C 4.63 0.07 -2.12
H 2.64 3.37 0.04
H 4.40 3.60 -0.08
H 3.65 2.78 1.33
H 6.13 2.80 -0.79
H 7.91 2.10 -2.33
H 7.59 0.11 -3.77
H 5.49 -1.19 -3.63
H 3.71 -0.48 -2.04
Br 0.07 3.79 0.38
```

Mulliken atomic charges, in units of e: 1.623, -0.495, -0.683, 0.043, -0.138, -0.297, -0.420, 0.004, 0.676, -0.806, -0.623, -0.719, -0.486, 0.116, 0.971, -1.379, 0.563, -0.619, -0.187, -0.598, -0.166, -0.429, 0.368, 0.312, 0.542, 0.233, 0.363, 0.378, 0.347, 0.344, 0.408, 0.391, 0.322, 0.378, 0.345, -0.721, 0.236, -0.976, 0.117, -0.596, -0.525, -0.444, -0.657, 0.748, -0.475, 0.372, 0.337, 0.312, 0.341, -0.766, 0.640, -0.323, 0.518, -0.409, -0.716, -0.352, -0.708, -0.190, -0.031, 0.390, 0.179, 0.286, 0.378, 0.382, 0.364, 0.396, -0.792



Record 2
C32H25Co2NO6P as an isolated structure in a non-equilibrium geometry, computed with wB97M-V/def2-TZVPD.

Calculated values
ΔE to the lowest compared entry with this formula, charge and spin	9.1	kcal per mole
total charge	-1

XYZ file:
```
67
C32H25Co2NO6P | the OMol25 dataset | wB97M-V/def2-TZVPD
O 3.31 3.37 0.07
C 2.62 2.44 -0.02
Co 1.47 1.10 -0.22
C 1.69 -0.32 0.85
O 2.03 -0.91 1.80
C 0.35 2.06 0.73
O -0.32 2.80 1.32
C 1.05 0.40 -1.87
C 2.39 0.44 -1.59
C 3.69 0.35 -1.92
C 4.59 -0.55 -1.29
C 5.97 -0.36 -1.56
C 6.92 -0.95 -0.76
C 6.50 -1.74 0.32
C 5.16 -2.11 0.48
C 4.20 -1.58 -0.39
Co -0.15 -0.85 -0.92
C 0.07 -2.28 0.07
O 0.25 -3.25 0.69
C -0.66 -1.49 -2.47
O -0.93 -1.95 -3.50
P -1.91 -0.07 -0.17
C -2.22 0.14 1.64
C -3.51 0.40 2.14
C -3.72 0.56 3.52
C -2.66 0.40 4.42
C -1.39 0.07 3.93
C -1.19 -0.09 2.55
C -2.43 1.51 -0.96
C -2.88 2.61 -0.22
C -3.22 3.81 -0.85
C -3.10 3.93 -2.24
C -2.66 2.83 -2.99
C -2.33 1.63 -2.35
C -3.27 -1.24 -0.60
C -4.37 -0.87 -1.38
C -5.37 -1.81 -1.69
C -5.27 -3.13 -1.23
C -4.15 -3.51 -0.47
C -3.16 -2.57 -0.16
H 0.61 0.88 -2.76
H 4.13 1.07 -2.63
H 6.20 0.31 -2.40
H 7.98 -0.82 -1.00
H 7.25 -2.13 1.01
H 4.87 -2.79 1.29
H 3.17 -1.96 -0.39
H -4.35 0.49 1.45
H -4.72 0.80 3.89
H -2.82 0.50 5.49
H -0.56 -0.07 4.61
H -0.22 -0.42 2.20
H -3.01 2.51 0.86
H -3.60 4.64 -0.26
H -3.36 4.87 -2.73
H -2.60 2.90 -4.08
H -2.02 0.77 -2.95
H -4.47 0.15 -1.73
H -6.23 -1.51 -2.28
H -6.05 -3.86 -1.46
H -4.06 -4.53 -0.11
H -2.31 -2.87 0.44
N 4.52 0.56 1.90
O 5.69 0.29 2.72
H 4.80 1.36 1.32
H 4.42 -0.27 1.30
H 5.31 -0.06 3.54
```

Mulliken atomic charges, in units of e: -0.446, -0.301, 0.094, -0.102, -0.453, 0.819, -0.483, 0.051, 0.695, -1.852, 1.813, -0.815, -0.473, -0.370, -0.391, -0.874, 0.468, 0.309, -0.501, -0.221, -0.511, 1.876, 0.299, -0.405, -0.682, -0.539, -0.686, -0.297, 0.134, -0.547, -0.660, -0.589, -0.780, -0.428, 0.488, -0.219, -0.618, -0.528, -0.711, -0.466, 0.604, 0.067, 0.323, 0.361, 0.321, 0.288, 0.440, 0.489, 0.378, 0.365, 0.464, 0.182, 0.446, 0.392, 0.353, 0.398, 0.395, 0.307, 0.389, 0.350, 0.400, 0.237, -0.222, -0.495, 0.209, 0.160, 0.301



Record 3
C32H25IrN7O8S2 as an isolated structure in a non-equilibrium geometry, computed with wB97M-V/def2-TZVPD.

Calculated values
ΔE to the lowest compared entry with this formula, charge and spin	114.9	kcal per mole
total charge	-1

XYZ file:
```
75
C32H25IrN7O8S2 | the OMol25 dataset | wB97M-V/def2-TZVPD
Ir -0.75 0.41 -0.49
C -3.20 2.35 2.27
O -2.38 3.03 3.20
C -1.05 2.82 3.20
C -0.37 3.32 4.29
C 1.01 3.17 4.41
C 1.71 2.48 3.45
C 1.08 1.95 2.31
C 1.84 1.19 1.39
N 1.43 0.56 0.33
N 2.33 -0.11 -0.38
C 1.87 -0.74 -1.45
O 0.66 -0.87 -1.76
C 2.88 -1.39 -2.33
C 2.54 -1.63 -3.66
C 3.42 -2.32 -4.48
C 4.62 -2.79 -3.97
C 4.96 -2.53 -2.65
C 4.10 -1.83 -1.83
C -0.34 2.17 2.12
O -0.92 1.88 1.05
H -4.22 2.51 2.63
H -2.97 1.28 2.26
H -3.09 2.76 1.26
H -0.93 3.83 5.06
H 1.52 3.58 5.26
H 2.78 2.33 3.55
H 2.91 1.10 1.63
H 1.60 -1.26 -4.02
H 3.15 -2.52 -5.51
H 5.29 -3.35 -4.60
H 5.90 -2.91 -2.26
H 4.35 -1.62 -0.80
N 3.03 -4.23 5.16
C 1.98 -3.67 4.47
C 0.69 -4.21 4.57
C -0.38 -3.58 3.96
C -0.17 -2.42 3.25
C 1.09 -1.89 3.11
C 2.17 -2.51 3.71
S -1.56 -1.46 2.62
O -1.39 -0.16 3.22
O -2.78 -2.14 2.95
N -1.33 -1.29 1.02
C -1.98 -2.00 0.12
N -2.03 -1.39 -1.09
C -2.70 -1.96 -2.06
C -3.35 -3.17 -1.88
C -3.20 -3.76 -0.63
N -2.52 -3.20 0.35
H 2.93 -5.20 5.42
H 3.95 -4.00 4.81
H 0.54 -5.11 5.15
H -1.38 -3.97 4.04
H 1.21 -0.98 2.53
H 3.16 -2.10 3.62
H -2.74 -1.42 -3.00
H -3.92 -3.64 -2.67
H -3.64 -4.72 -0.40
O 1.08 2.10 -3.59
C -0.02 2.41 -3.17
N -0.53 2.14 -1.97
S -2.06 2.64 -1.76
O -2.93 1.49 -1.58
O -2.23 3.70 -0.81
C -2.22 3.40 -3.39
C -3.19 4.19 -3.96
C -2.91 4.83 -5.16
C -1.68 4.66 -5.78
C -0.71 3.85 -5.21
C -0.98 3.23 -3.99
H -4.14 4.32 -3.47
H -3.66 5.47 -5.61
H -1.47 5.18 -6.70
H 0.26 3.70 -5.67
```

Mulliken atomic charges, in units of e: 4.731, -0.352, -0.545, 0.381, -0.683, -0.663, -1.051, 1.110, -1.042, 0.263, -1.130, 0.216, -0.994, 0.419, -0.398, -0.671, -0.319, -0.645, -0.272, 0.553, -1.349, 0.325, -0.009, 0.185, 0.448, 0.360, 0.344, 0.237, 0.416, 0.370, 0.369, 0.359, 0.445, -0.568, 1.067, -0.805, -0.313, -0.859, -0.141, -0.634, 1.201, -0.580, -0.712, -0.422, 0.415, -0.051, -0.292, -0.781, -0.202, -0.558, 0.219, 0.227, 0.279, 0.509, 0.285, 0.308, 0.481, 0.363, 0.417, -0.715, 0.100, -0.415, 1.321, -0.625, -0.681, 0.162, -0.629, -0.503, -0.458, -0.530, -0.004, 0.455, 0.382, 0.380, 0.496



Record 4
C32H25N4O7S3Ta as an isolated structure in a non-equilibrium geometry, computed with wB97M-V/def2-TZVPD.

Calculated values
ΔE to the lowest compared entry with this formula, charge and spin	15.3	kcal per mole
total charge	-2

XYZ file:
```
72
C32H25N4O7S3Ta | the OMol25 dataset | wB97M-V/def2-TZVPD
Ta -0.14 -0.35 -0.19
S -1.33 0.83 1.81
C -1.66 -0.56 2.79
C -2.86 -0.64 3.48
C -3.15 -1.73 4.30
C -4.38 -1.79 4.98
N -5.38 -1.82 5.55
C -2.19 -2.76 4.45
C -0.99 -2.68 3.76
C -0.70 -1.60 2.93
S 0.81 -1.54 2.10
C -2.45 -3.86 5.27
N -2.64 -4.78 5.95
H -3.58 0.15 3.35
H -0.26 -3.47 3.86
C 5.35 -4.08 -2.71
O 5.93 -3.03 -1.97
C 5.08 -2.14 -1.36
C 5.70 -1.09 -0.66
C 4.93 -0.15 -0.04
C 3.52 -0.17 -0.06
C 2.73 0.87 0.54
C 3.33 1.86 1.53
O 1.52 1.02 0.34
C 2.88 -1.27 -0.73
O 1.63 -1.51 -0.72
C 3.72 -2.22 -1.39
H 6.18 -4.69 -3.07
H 4.77 -3.69 -3.56
H 4.69 -4.69 -2.09
H 6.78 -1.05 -0.64
H 5.45 0.65 0.47
H 4.41 1.93 1.49
H 3.03 1.52 2.52
H 2.88 2.83 1.35
H 3.19 -3.02 -1.88
C -2.23 -2.74 -6.87
C -2.36 -2.08 -5.53
C -1.25 -1.92 -4.71
C -1.33 -1.21 -3.52
C -2.53 -0.66 -3.13
C -3.66 -0.86 -3.91
C -3.58 -1.57 -5.10
S -2.77 0.44 -1.70
O -3.42 -0.36 -0.69
O -3.57 1.52 -2.24
N -1.38 0.96 -1.13
C -0.81 2.12 -1.74
C 0.43 1.72 -2.59
O 0.86 2.52 -3.42
O 0.90 0.58 -2.32
H -1.63 -3.65 -6.81
H -1.74 -2.06 -7.58
H -3.21 -3.00 -7.27
H -0.30 -2.32 -5.03
H -0.44 -1.07 -2.93
H -4.59 -0.43 -3.59
H -4.47 -1.70 -5.71
H -0.46 2.80 -0.95
H -1.56 2.64 -2.35
N -1.17 -1.82 -0.30
C -1.78 -2.99 -0.37
C -1.34 -3.96 -1.30
C -1.94 -5.20 -1.35
C -2.98 -5.52 -0.48
C -3.43 -4.57 0.42
C -2.85 -3.32 0.49
H -0.52 -3.69 -1.95
H -1.59 -5.94 -2.06
H -3.42 -6.50 -0.51
H -4.25 -4.81 1.09
H -3.20 -2.57 1.18
```

Mulliken atomic charges, in units of e: 0.078, -0.482, 0.501, -1.064, 0.629, -0.042, -0.648, 0.611, -1.039, 0.726, -0.534, -0.068, -0.654, 0.479, 0.483, -0.767, -0.473, 1.036, -1.113, -0.871, 0.814, 0.846, -1.685, -0.240, 0.000, -0.307, -0.336, 0.228, 0.323, 0.305, 0.396, 0.165, 0.427, 0.287, 0.317, 0.287, -1.475, 1.157, -1.294, 0.173, 0.087, -0.990, -0.880, 1.242, -0.569, -0.797, 0.105, -0.741, 0.649, -0.831, -0.486, 0.346, 0.297, 0.360, 0.398, 0.936, 0.441, 0.297, 0.231, 0.449, 0.339, 0.250, -0.141, -0.748, -0.356, -0.761, -0.344, 0.375, 0.346, 0.363, 0.386, 0.575



Record 5
C32H25P2PtS2 as an isolated structure in a non-equilibrium geometry, computed with wB97M-V/def2-TZVPD.

Calculated values
ΔE to the lowest compared entry with this formula, charge and spin	19.2	kcal per mole
total charge	-1

XYZ file:
```
62
C32H25P2PtS2 | the OMol25 dataset | wB97M-V/def2-TZVPD
Pt -0.21 1.24 -2.04
S 0.15 -1.73 -2.59
P 0.52 -1.44 -0.68
C 0.58 0.24 -0.34
P 0.03 1.35 0.79
S -0.31 3.03 -0.27
C 1.20 1.65 2.17
C 1.36 0.70 3.18
C 2.35 0.85 4.14
C 3.19 1.96 4.10
C 3.04 2.90 3.10
C 2.05 2.75 2.13
C -1.52 0.92 1.66
C -2.50 0.25 0.93
C -3.71 -0.09 1.51
C -3.97 0.25 2.83
C -3.01 0.93 3.57
C -1.79 1.27 2.98
C 2.09 -2.24 -0.18
C 2.24 -3.63 -0.25
C 3.43 -4.22 0.13
C 4.48 -3.44 0.59
C 4.34 -2.06 0.66
C 3.14 -1.47 0.28
C -0.68 -2.37 0.35
C -0.48 -2.46 1.73
C -1.43 -3.04 2.55
C -2.60 -3.56 2.00
C -2.79 -3.49 0.62
C -1.84 -2.90 -0.19
H 0.71 -0.16 3.22
H 2.46 0.11 4.92
H 3.96 2.08 4.85
H 3.70 3.77 3.06
H 1.93 3.48 1.34
H -2.30 0.00 -0.11
H -4.46 -0.62 0.93
H -4.91 -0.02 3.29
H -3.21 1.21 4.60
H -1.05 1.81 3.56
H 1.42 -4.24 -0.61
H 3.54 -5.30 0.08
H 5.42 -3.91 0.89
H 5.16 -1.45 1.02
H 3.01 -0.39 0.32
H 0.44 -2.06 2.17
H -1.27 -3.09 3.62
H -3.35 -4.01 2.63
H -3.70 -3.90 0.19
H -1.98 -2.83 -1.27
C -0.63 1.82 -3.68
C -0.86 2.50 -4.98
C -0.72 1.81 -6.15
C -0.93 2.44 -7.39
C -1.29 3.76 -7.45
C -1.44 4.46 -6.28
C -1.23 3.84 -5.05
H -0.43 0.77 -6.10
H -0.80 1.87 -8.30
H -1.45 4.24 -8.41
H -1.72 5.51 -6.31
H -1.35 4.39 -4.12
```

Mulliken atomic charges, in units of e: 0.084, -0.564, 1.594, -1.022, 0.851, -0.678, -0.012, 0.221, -0.950, -0.449, -0.591, -0.645, 0.657, -0.439, -0.670, -0.522, -0.717, -0.153, -0.103, -0.475, -0.617, -0.355, -0.671, -0.048, -0.113, -0.150, -0.825, -0.421, -0.574, -0.372, 0.411, 0.409, 0.366, 0.390, 0.312, 0.284, 0.417, 0.379, 0.397, 0.424, 0.345, 0.366, 0.358, 0.383, 0.313, 0.453, 0.413, 0.383, 0.404, 0.339, -0.679, 0.774, -0.289, -0.462, -0.376, -0.417, -0.361, 0.475, 0.354, 0.366, 0.350, 0.447



Record 6
C32H25P2PtS2 as an isolated structure in a non-equilibrium geometry, computed with wB97M-V/def2-TZVPD.

Calculated values
ΔE to the lowest compared entry with this formula, charge and spin	7.1	kcal per mole
total charge	-1
2S+1	5

XYZ file:
```
62
C32H25P2PtS2 | the OMol25 dataset | wB97M-V/def2-TZVPD
Pt 0.35 -1.45 -1.82
S 0.74 0.57 -3.39
P 0.55 1.19 -1.50
C 1.21 -0.09 -0.55
P 1.19 -0.66 1.08
S 2.19 -2.31 1.35
C -0.49 -0.84 1.77
C -1.62 -1.18 1.04
C -2.84 -1.39 1.68
C -2.94 -1.28 3.05
C -1.81 -0.97 3.80
C -0.60 -0.76 3.16
C 1.89 0.72 2.09
C 3.28 0.74 2.25
C 3.91 1.81 2.86
C 3.16 2.88 3.33
C 1.78 2.87 3.19
C 1.16 1.79 2.57
C -1.22 1.42 -1.08
C -1.59 2.05 0.11
C -2.92 2.12 0.49
C -3.90 1.57 -0.31
C -3.55 0.95 -1.51
C -2.22 0.88 -1.89
C 1.22 2.82 -1.05
C 2.49 2.86 -0.50
C 3.06 4.07 -0.12
C 2.36 5.25 -0.31
C 1.09 5.22 -0.88
C 0.52 4.02 -1.26
H -1.59 -1.30 -0.04
H -3.70 -1.65 1.08
H -3.90 -1.44 3.54
H -1.87 -0.90 4.88
H 0.27 -0.54 3.76
H 3.85 -0.11 1.89
H 4.99 1.81 2.97
H 3.66 3.72 3.80
H 1.19 3.70 3.55
H 0.08 1.79 2.49
H -0.82 2.49 0.73
H -3.18 2.60 1.43
H -4.94 1.62 -0.01
H -4.32 0.53 -2.15
H -1.93 0.39 -2.82
H 3.02 1.93 -0.34
H 4.05 4.08 0.33
H 2.80 6.19 -0.01
H 0.55 6.15 -1.03
H -0.46 4.00 -1.70
C 0.04 -3.08 -3.00
C -0.15 -4.44 -3.17
C 0.30 -5.13 -4.33
C 0.10 -6.49 -4.49
C -0.56 -7.23 -3.50
C -1.01 -6.58 -2.35
C -0.81 -5.23 -2.18
H 0.81 -4.56 -5.10
H 0.46 -6.98 -5.38
H -0.71 -8.30 -3.63
H -1.51 -7.15 -1.58
H -1.15 -4.74 -1.27
```

Mulliken atomic charges, in units of e: 0.306, -0.579, 1.158, -0.641, 1.102, -0.550, 0.646, -0.293, -0.774, -0.579, -0.711, -0.441, -0.137, -0.717, -0.665, -0.460, -0.866, 0.238, -0.077, 0.037, -0.875, -0.503, -0.645, -0.782, 0.311, -0.413, -0.550, -0.559, -0.589, -0.306, 0.130, 0.464, 0.388, 0.390, 0.451, 0.340, 0.383, 0.402, 0.398, 0.569, 0.633, 0.415, 0.391, 0.407, 0.465, 0.483, 0.431, 0.384, 0.393, 0.442, -1.826, 1.694, -0.520, -0.347, -0.453, -0.430, -0.430, 0.401, 0.335, 0.344, 0.350, 0.434



Record 7
C32H26AsFMoN3O11S3 as an isolated structure, computed with wB97M-V/def2-TZVPD.

Calculated values
ΔE to the lowest compared entry with this formula, charge and spin	31.5	kcal per mole
total charge	-1
2S+1	3

XYZ file:
```
78
C32H26AsFMoN3O11S3 | the OMol25 dataset | wB97M-V/def2-TZVPD
Mo 0.46 0.02 -0.67
C -0.21 -0.31 7.72
C 0.30 0.15 6.38
C -0.43 -0.10 5.22
C 0.04 0.30 3.98
C 1.26 0.96 3.90
C 2.01 1.21 5.04
C 1.52 0.81 6.28
S 1.87 1.52 2.33
O 1.16 2.73 2.01
O 3.30 1.57 2.43
N 1.37 0.35 1.32
C 2.13 -0.82 1.29
C 2.97 -1.39 2.25
C 3.59 -2.57 1.92
C 3.40 -3.17 0.68
C 2.54 -2.55 -0.20
N 1.94 -1.41 0.12
H -1.29 -0.45 7.70
H 0.03 0.40 8.50
H 0.24 -1.27 7.99
H -1.38 -0.61 5.28
H -0.51 0.08 3.08
H 2.96 1.72 4.96
H 2.10 1.01 7.17
H 3.13 -0.92 3.21
H 4.25 -3.04 2.65
H 3.88 -4.10 0.42
H 2.31 -2.96 -1.18
O -3.93 0.92 -1.78
As -2.63 -0.20 -2.14
O -1.41 0.40 -1.11
O -2.26 -0.32 -3.71
C -3.38 -1.75 -1.28
C -4.76 -1.91 -1.39
C -5.39 -3.01 -0.82
C -4.64 -3.95 -0.14
C -3.27 -3.80 -0.02
C -2.65 -2.70 -0.58
S -0.88 -2.55 -0.36
O -0.68 -1.45 0.61
O -0.43 -3.83 0.11
O -0.34 -2.09 -1.65
H -3.62 1.83 -1.92
H -5.34 -1.17 -1.92
H -6.46 -3.12 -0.92
H -5.13 -4.82 0.31
H -2.67 -4.53 0.51
O 4.54 1.57 -5.46
S 3.82 2.28 -4.43
O 3.32 3.59 -4.74
N 2.62 1.34 -3.81
C 2.89 1.02 -2.58
O 2.15 0.26 -1.85
C 4.15 1.57 -2.01
C 4.65 1.43 -0.73
C 5.84 2.08 -0.43
C 6.51 2.84 -1.39
C 5.99 2.98 -2.68
C 4.81 2.33 -2.95
H 4.12 0.86 0.02
H 6.25 2.00 0.57
H 7.43 3.34 -1.13
H 6.50 3.57 -3.43
F -4.35 5.01 -0.90
C -3.18 4.33 -0.92
C -2.63 3.97 -2.13
C -1.42 3.27 -2.13
C -0.76 2.95 -0.95
C 0.52 2.19 -1.01
C -1.35 3.34 0.26
C -2.56 4.03 0.28
H -3.13 4.24 -3.05
H -0.99 2.97 -3.08
H 1.24 2.56 -0.29
H 0.92 2.27 -2.01
H -0.85 3.10 1.18
H -3.02 4.33 1.21
```

Mulliken atomic charges, in units of e: 0.348, -1.508, 1.036, -0.955, -0.306, -0.075, -0.440, -0.735, 1.058, -0.772, -0.706, 1.122, 0.348, -0.673, -0.587, -0.935, -0.743, 0.899, 0.365, 0.381, 0.287, 0.367, 0.369, 0.485, 0.361, 0.456, 0.420, 0.421, 0.542, -0.661, 0.936, -0.083, -0.827, -0.584, -0.692, -0.566, -0.609, -0.606, 0.208, 1.561, -0.126, -0.663, -0.582, 0.318, 0.483, 0.380, 0.381, 0.504, -0.702, 1.190, -0.672, -0.551, 0.343, -0.456, 0.318, 0.249, -0.857, -0.412, -0.666, -0.242, 0.460, 0.439, 0.378, 0.425, -0.382, 0.933, -1.114, -0.472, 0.699, -1.301, -0.101, -0.957, 0.313, 0.367, 0.512, 0.718, 0.497, 0.441